Entry from OMol25: a cluster of 16 separate species, C87H219N13O29 in total in a non-equilibrium geometry (ωB97M-V/def2-TZVPD).

Positions of all 348 atoms, in Å:
C1 7.9770 -0.5281 4.3450
O1 8.0741 -1.7488 3.6142
C2 6.7601 -2.0015 3.0382
C3 6.8369 -3.2548 2.3044
N1 7.8138 -3.1227 1.1934
C4 7.9474 -4.3673 0.4699
C5 6.8817 -4.3846 -0.6954
O2 6.1035 -5.6318 -0.8583
C6 5.1171 -5.6730 0.1762
H1 8.9765 -0.3014 4.8714
H2 7.2383 -0.5454 5.1521
H3 7.6718 0.2162 3.5822
H4 6.4798 -1.1169 2.3903
H5 5.9563 -2.0962 3.7983
H6 5.8236 -3.6359 1.9736
H7 7.1883 -4.0063 2.9761
H8 8.6592 -2.7236 1.5652
H9 7.8587 -5.2205 1.1350
H10 8.9074 -4.3709 -0.1146
H11 7.3443 -4.3126 -1.6602
H12 6.1709 -3.5338 -0.7044
H13 4.8352 -4.5928 0.3785
H14 5.5097 -6.0541 1.1275
H15 4.2112 -6.2316 -0.2215
C7 -3.7635 -3.0686 -6.6323
O3 -3.3097 -1.7775 -6.3724
C8 -1.8832 -1.6482 -6.3196
C9 -1.5023 -0.2292 -6.5481
N2 -0.1490 0.0495 -6.4313
C10 0.3739 1.3620 -6.4939
C11 0.6065 1.8750 -5.0593
O4 0.8452 3.2271 -5.0753
C12 1.8961 3.5925 -4.2281
H16 -4.8590 -3.0762 -6.6494
H17 -3.4398 -3.8257 -5.8832
H18 -3.4821 -3.5313 -7.5932
H19 -1.4071 -2.2423 -7.1426
H20 -1.5029 -2.0433 -5.3650
H21 -2.0579 0.3883 -5.7634
H22 -1.9795 0.1662 -7.4710
H23 0.3643 -0.6379 -6.9734
H24 -0.3229 1.9853 -7.0132
H25 1.2967 1.3481 -7.0132
H26 1.4089 1.2006 -4.7560
H27 -0.3260 1.6679 -4.4511
H28 1.7914 3.2257 -3.2169
H29 1.8538 4.6814 -4.1351
H30 2.8495 3.2256 -4.7360
C13 -4.4671 2.5302 3.8592
O5 -5.4773 2.6995 2.9409
C14 -5.3885 1.7896 1.8598
C15 -6.8068 1.7089 1.2124
N3 -7.7641 1.0301 2.1668
C16 -7.6665 -0.3889 2.1856
C17 -8.8330 -1.0267 2.8946
O6 -8.7450 -0.8991 4.3410
C18 -10.0165 -0.9744 4.9682
H31 -3.5462 3.0936 3.5342
H32 -4.3069 1.5036 4.1206
H33 -4.7559 3.1064 4.7674
H34 -4.9747 0.7363 2.1998
H35 -4.6378 2.1532 1.1473
H36 -6.6124 1.1717 0.3195
H37 -7.0583 2.7793 1.0029
H38 -7.5795 1.3445 3.0988
H39 -6.7125 -0.6991 2.5985
H40 -7.7067 -0.7476 1.1317
H41 -8.7605 -2.1001 2.5388
H42 -9.8055 -0.6883 2.6143
H43 -10.4690 -1.9424 4.9123
H44 -10.7538 -0.1246 4.7435
H45 -9.8560 -0.9041 6.1067
C19 2.2143 6.3413 4.3818
O7 2.5141 6.3527 3.0061
C20 1.5042 5.7067 2.2083
C21 0.3252 6.5991 2.0727
N4 0.6945 7.7472 1.3295
C22 -0.3304 8.6275 0.9745
C23 -1.1766 9.3033 2.0187
O8 -0.4608 10.4451 2.5395
C24 -1.1632 11.1394 3.5180
H46 1.8932 5.3325 4.7038
H47 1.4502 7.0514 4.5846
H48 3.1894 6.5908 4.8356
H49 1.2740 4.7538 2.7218
H50 2.0771 5.5101 1.2533
H51 -0.1668 6.9881 2.9815
H52 -0.4780 6.0202 1.5602
H53 1.5276 8.2593 1.7010
H54 -1.0332 8.0027 0.3767
H55 0.1139 9.4843 0.3970
H56 -1.4232 8.7078 2.8927
H57 -2.1780 9.6659 1.6008
H58 -2.1934 11.3468 3.1346
H59 -0.6553 12.0332 3.7661
H60 -1.3342 10.4847 4.4065
C25 1.8038 -7.9263 -2.4797
O9 1.5392 -6.7253 -1.8421
C26 0.2983 -6.0613 -2.0757
C27 0.0632 -5.5363 -3.4449
N5 -0.3526 -6.7063 -4.2611
C28 0.1578 -6.5271 -5.5903
C29 -0.3376 -7.5285 -6.6009
O10 0.1061 -7.1339 -7.8556
C30 -0.4771 -7.7927 -9.0165
H61 2.8543 -8.1121 -2.5584
H62 1.5068 -7.8827 -3.4975
H63 1.3047 -8.7456 -1.9646
H64 0.3018 -5.2757 -1.3414
H65 -0.5982 -6.6918 -1.8563
H66 0.9594 -5.0702 -3.8588
H67 -0.6990 -4.7677 -3.4313
H68 -1.3705 -6.5863 -4.3834
H69 1.2174 -6.6606 -5.5261
H70 0.0168 -5.4704 -5.9459
H71 -1.3996 -7.6567 -6.5508
H72 -0.0071 -8.5498 -6.2895
H73 -1.5950 -7.6654 -8.9891
H74 -0.1798 -8.8298 -9.1119
H75 -0.0096 -7.2181 -9.8455
C31 -2.6350 -5.4380 0.2682
O11 -1.2609 -5.2975 0.5263
C32 -0.6597 -6.5599 0.9949
C33 0.8213 -6.2737 1.3305
N6 1.4829 -7.4210 1.9382
C34 2.0573 -8.3524 0.9331
C35 2.9999 -9.4419 1.4885
O12 2.2127 -10.3447 2.2313
C36 2.9395 -11.4476 2.7177
H76 -2.9250 -6.3267 -0.2770
H77 -2.9508 -4.6160 -0.2915
H78 -3.2638 -5.4182 1.1644
H79 -0.7429 -7.3226 0.1871
H80 -1.2332 -6.9067 1.8459
H81 0.9846 -5.4187 1.9654
H82 1.3077 -6.1152 0.3866
H83 0.7785 -7.8772 2.4964
H84 2.6620 -7.7370 0.2025
H85 1.3646 -8.9110 0.3065
H86 3.8516 -9.0658 2.1121
H87 3.4000 -9.9678 0.5795
H88 3.2712 -12.0425 1.9018
H89 2.3294 -12.0036 3.4440
H90 3.7902 -11.0632 3.2955
C37 1.1165 7.8362 7.9029
O13 -0.1641 7.3655 7.5853
C38 -0.9296 8.3325 6.8505
C39 -2.0621 7.6627 6.1072
N7 -1.5232 6.6896 5.1861
C40 -2.5224 5.7284 4.6213
C41 -3.2887 6.3104 3.4668
O14 -2.5354 6.4499 2.3411
C42 -3.3874 6.6635 1.1405
H91 1.7421 7.0343 8.3283
H92 1.0351 8.5118 8.7524
H93 1.6041 8.2919 7.0479
H94 -0.2175 8.7556 6.0885
H95 -1.1432 9.2766 7.3584
H96 -2.6232 8.4786 5.6368
H97 -2.7945 7.2211 6.7734
H98 -0.7995 6.1633 5.6058
H99 -3.2356 5.5029 5.4291
H100 -1.9991 4.8495 4.2521
H101 -3.6848 7.3213 3.8208
H102 -4.2512 5.8346 3.3949
H103 -3.7548 7.6700 1.0328
H104 -4.2152 5.9667 1.0723
H105 -2.7129 6.3132 0.3501
C43 5.8291 2.6076 -3.6697
O15 4.9321 1.5639 -4.0123
C44 4.5415 0.8371 -2.8595
C45 5.5462 -0.0939 -2.2646
N8 6.4608 0.5163 -1.3604
C46 7.0380 -0.3022 -0.3064
C47 8.0207 0.5501 0.4832
O16 7.4400 1.7479 0.7910
C48 8.2161 2.9204 0.7600
H106 5.4767 3.2692 -2.8314
H107 5.9614 3.1361 -4.6001
H108 6.8699 2.3719 -3.2579
H109 3.7981 0.1119 -3.2280
H110 4.1051 1.4185 -2.0196
H111 5.9543 -0.6693 -3.0941
H112 4.8718 -0.7190 -1.6574
H113 6.1079 1.4097 -1.1243
H114 7.6945 -1.0703 -0.7514
H115 6.2335 -0.8349 0.2254
H116 8.9360 0.7120 -0.0644
H117 8.1861 0.0449 1.4350
H118 9.3022 2.7706 0.6128
H119 8.2203 3.3618 1.7480
H120 7.9035 3.6279 -0.0038
C49 -0.9673 -3.8180 4.0898
O17 -0.7191 -2.7702 3.2569
C50 -1.6859 -2.7303 2.1562
C51 -2.5390 -1.4752 2.2663
N9 -3.5023 -1.2923 3.3379
C52 -4.4805 -2.3913 3.2910
C53 -5.5274 -2.2305 4.3688
O18 -4.7234 -2.2841 5.5563
C54 -5.4561 -2.6104 6.6936
H121 -0.8557 -4.8675 3.6999
H122 -2.0515 -3.7538 4.5257
H123 -0.2213 -3.6873 4.9385
H124 -2.2980 -3.6423 2.1519
H125 -1.1829 -2.7790 1.2044
H126 -2.9655 -1.3019 1.2412
H127 -1.7964 -0.7193 2.3826
H128 -3.0992 -1.4109 4.2237
H129 -3.9981 -3.2982 3.5116
H130 -4.8644 -2.4290 2.3051
H131 -6.1662 -3.0865 4.3423
H132 -6.0896 -1.2758 4.2566
H133 -4.7896 -2.8467 7.4387
H134 -6.1314 -3.4601 6.4483
H135 -6.0975 -1.7532 7.0225
C55 5.0474 1.4670 3.4033
O19 4.5417 0.3239 2.7910
C56 3.2601 0.6503 2.2092
C57 2.6783 -0.5737 1.4411
N10 3.0760 -1.8301 2.0410
C58 2.6010 -1.9054 3.4354
C59 2.5868 -3.3345 3.8903
O20 3.8956 -3.7629 3.9673
C60 4.1923 -5.1169 4.2839
H136 4.2789 2.1130 3.8178
H137 5.5369 2.0307 2.6434
H138 5.7418 1.2549 4.2143
H139 3.3988 1.4928 1.5785
H140 2.5712 0.9506 2.9930
H141 3.0348 -0.5547 0.4075
H142 1.5946 -0.5078 1.4116
H143 4.0936 -1.9178 2.0290
H144 1.6038 -1.4793 3.4917
H145 3.2747 -1.3415 4.0633
H146 2.0603 -3.9671 3.1396
H147 2.0406 -3.3536 4.8752
H148 5.2230 -5.2242 4.7728
H149 4.0975 -5.8366 3.5447
H150 3.5951 -5.3152 5.2539
C61 -1.3846 3.4644 -0.0299
O21 -1.1404 2.2456 -0.6726
C62 -0.9048 1.1268 0.1552
C63 -0.2560 0.0300 -0.6088
N11 -0.9245 -0.1820 -1.9040
C64 -0.0346 -0.7945 -2.9130
C65 0.5377 -2.0906 -2.4362
O22 1.6938 -1.8250 -1.6454
C66 2.0541 -3.0290 -0.9340
H151 -2.1059 3.4388 0.7933
H152 -1.7032 4.1514 -0.8563
H153 -0.4841 3.8824 0.4337
H154 -1.8208 0.8376 0.6609
H155 -0.2628 1.4456 0.9933
H156 -0.0769 -0.8725 -0.0189
H157 0.7700 0.3452 -0.8176
H158 -1.1696 0.7298 -2.1564
H159 0.8088 -0.1301 -3.1107
H160 -0.5578 -0.9445 -3.8778
H161 0.7985 -2.8636 -3.1550
H162 -0.2003 -2.5862 -1.8387
H163 2.4228 -3.7654 -1.6128
H164 1.1981 -3.4223 -0.3425
H165 2.8375 -2.8148 -0.2034
C67 -3.8834 3.5622 -2.1612
O23 -3.0725 4.6406 -2.4616
C68 -1.9209 4.3327 -3.3029
C69 -1.1975 5.6436 -3.5861
N12 -0.8215 6.2698 -2.3109
C70 0.2572 7.2940 -2.3034
C71 -0.0359 8.5872 -3.0246
O24 -0.2549 8.4354 -4.4176
C72 -0.8013 9.6353 -4.9613
H166 -4.3569 3.1400 -3.0906
H167 -4.6559 3.8888 -1.4798
H168 -3.3600 2.7243 -1.7104
H169 -2.1843 3.8753 -4.2272
H170 -1.3138 3.6388 -2.7292
H171 -1.8513 6.2558 -4.1843
H172 -0.3868 5.3271 -4.2753
H173 -1.6537 6.7700 -2.0485
H174 1.1423 6.7930 -2.7626
H175 0.4485 7.4399 -1.2756
H176 0.8392 9.2983 -2.8287
H177 -0.9321 9.0928 -2.6237
H178 -1.0792 9.4872 -5.9781
H179 -0.0384 10.4395 -5.0103
H180 -1.6896 10.0111 -4.3617
C73 1.5345 -3.8910 -10.6065
O25 2.4021 -3.4493 -9.5623
C74 2.2698 -4.3635 -8.4626
C75 2.9745 -3.8152 -7.2339
N13 2.1276 -3.0695 -6.3593
C76 2.8138 -2.0988 -5.4903
C77 3.8102 -2.7325 -4.5881
O26 3.2856 -3.9199 -3.9260
C78 4.3230 -4.7940 -3.5562
H181 0.5922 -4.1741 -10.2212
H182 1.9617 -4.9015 -10.9609
H183 1.4305 -3.1534 -11.3588
H184 2.7935 -5.2813 -8.7362
H185 1.2135 -4.5733 -8.3772
H186 3.8289 -3.2096 -7.6050
H187 3.5030 -4.6732 -6.7549
H188 1.5701 -3.6955 -5.8416
H189 2.0756 -1.5345 -4.9092
H190 3.3962 -1.4032 -6.1044
H191 4.2282 -2.0434 -3.8511
H192 4.7336 -3.0095 -5.1707
H193 3.8389 -5.6977 -3.0807
H194 5.0126 -4.3663 -2.8509
H195 4.8701 -5.1854 -4.4188
C79 -5.7850 -2.1809 -0.7429
C80 -4.6277 -1.9634 -1.7203
C81 -4.8501 -0.7741 -2.6476
O27 -3.3695 -1.7679 -1.0641
H196 -5.5351 -2.9219 -0.0659
H197 -6.6363 -2.5323 -1.3199
H198 -6.0245 -1.1845 -0.2307
H199 -4.5140 -2.8774 -2.3195
H200 -5.7617 -0.7404 -3.2068
H201 -4.0015 -0.6754 -3.3829
H202 -4.6801 0.0308 -1.9861
H203 -2.7146 -1.2046 -1.5543
C82 -0.8733 1.8368 5.9552
C83 -1.3790 0.4841 5.5716
C84 -0.3651 -0.5912 6.0388
O28 -2.6242 0.3700 6.2490
H204 0.0687 2.0208 5.4599
H205 -0.8467 2.0637 7.0731
H206 -1.5109 2.5995 5.5065
H207 -1.4961 0.4242 4.4576
H208 0.5955 -0.4611 5.5153
H209 -0.5758 -1.6310 5.8545
H210 -0.1255 -0.4898 7.1481
H211 -3.0042 -0.5189 6.0921
C85 -7.0856 5.3785 -0.4411
C86 -7.8731 6.2881 0.4541
C87 -8.5328 5.5916 1.6765
O29 -7.0728 7.2788 0.9883
H212 -6.4594 5.9125 -1.1742
H213 -7.6292 4.7065 -1.0042
H214 -6.3911 4.7169 0.1423
H215 -8.7396 6.6958 -0.1026
H216 -7.7468 5.2217 2.2730
H217 -9.2740 4.8688 1.3498
H218 -9.0459 6.3225 2.2841
H219 -7.3248 8.0807 0.4347

Cartesian forces (eV/Å) of the 3 atoms listed first:
1.482 0.257 -0.033
-1.278 0.124 0.599
-0.313 1.837 0.575

Output
DFT total energy in eV: -172495.86616
Gap between HOMO and LUMO in Ha: 0.307
Maximum force in eV/A: 5.4
Energy relative to the best compared isomer or geometry (same formula, charge and spin) in eV: 3.6410



Entry from OMol25: an isolated molecule of C4H6N2 (ωB97M-V/def2-TZVPD).

Positions of all 12 atoms, in Å:
H1 -0.0742 2.5849 2.9000
N1 -0.3921 1.9159 2.2041
C1 0.3237 2.0071 1.1611
N2 -0.0489 1.3127 0.0180
C2 -0.3162 0.1290 -0.1287
C3 -0.6217 -1.0957 -0.4712
C4 0.2169 -1.8600 -1.4630
H2 1.1627 2.6907 1.0020
H3 -1.5127 -1.5355 -0.0342
H4 -0.4114 -2.5803 -1.9972
H5 1.0419 -2.3995 -0.9856
H6 0.6318 -1.1694 -2.2052

Cartesian forces (eV/Å) of the 3 atoms listed first:
0.095 -0.066 0.095
0.313 0.195 -0.160
-0.119 0.000 0.212

Output
SMILES: [H]/N=C/N=C=CC
DFT total energy in eV: -7223.43381
Gap between HOMO and LUMO in Ha: 0.350
Maximum force in eV/A: 0.7
Energy relative to the best compared isomer or geometry (same formula, charge and spin) in eV: 2.1572



Entry from OMol25: the ion C3H8N2O with charge +1 in a non-equilibrium geometry (ωB97M-V/def2-TZVPD).

Positions of all 14 atoms, in Å:
O1 -1.4420 1.5804 0.3399
C1 -0.2965 1.2528 0.2382
N1 0.0423 0.0185 -0.3817
C2 -0.7955 -1.0933 -0.2768
N2 -0.0770 -2.3537 -0.3528
C3 0.9027 2.0580 0.6979
H1 0.9635 -0.1123 -0.7788
H2 -1.4969 -0.9291 0.5461
H3 -1.4138 -1.2907 -1.2014
H4 0.6634 -2.4170 -1.0420
H5 -0.6849 -3.1599 -0.3317
H6 0.5678 2.9685 1.1640
H7 1.3679 1.3664 1.4229
H8 1.6990 2.1115 -0.0434

Cartesian forces (eV/Å) of the 3 atoms listed first:
-0.028 -0.595 0.293
0.407 1.547 -0.489
-0.335 -0.853 -0.130

Output
DFT total energy in eV: -8259.27841
Spin multiplicity: 2
Gap between HOMO and LUMO (spin up / spin down) in Ha: 0.419 / 0.232
Maximum force in eV/A: 2.0
Energy relative to the best compared isomer or geometry (same formula, charge and spin) in eV: 0.6424
Charge: +1



Entry from OMol25: a structure of composition C14H15IrN4S (ωB97M-V/def2-TZVPD).

Positions of all 35 atoms, in Å:
Ir1 1.0569 0.1830 0.3395
N1 3.8892 2.3036 2.7303
C1 2.8121 1.9028 2.0746
S1 2.6314 0.1184 1.8237
N2 1.9097 2.7254 1.6411
N3 0.8896 2.0634 1.0268
C2 -0.2313 2.6558 0.8272
C3 -1.3309 1.7941 0.4406
C4 -2.6435 2.2192 0.4295
C5 -3.6572 1.2708 0.3456
C6 -3.3165 -0.0677 0.3305
C7 -1.9755 -0.4287 0.3108
N4 -1.0007 0.4783 0.3054
H1 4.5687 1.6518 3.0859
H2 4.0321 3.2887 2.9029
H3 -0.3571 3.6995 1.0902
H4 -2.8642 3.2730 0.5325
H5 -4.6946 1.5767 0.3380
H6 -4.0719 -0.8407 0.3296
H7 -1.6779 -1.4650 0.2972
C8 -0.1758 -3.8491 -0.5613
C9 0.1855 -2.5070 -1.0933
C10 1.4348 -1.9218 -0.7502
C11 1.8704 -0.7541 -1.4168
C12 0.8952 0.0315 -2.0839
C13 -0.3391 -0.5728 -2.4224
C14 -0.6643 -1.8326 -1.9800
H8 0.0607 -4.6009 -1.3216
H9 -1.2459 -3.9319 -0.3689
H10 0.3812 -4.0996 0.3389
H11 2.1490 -2.5255 -0.2045
H12 2.9161 -0.4738 -1.4335
H13 1.1865 0.9595 -2.5566
H14 -1.0306 -0.0293 -3.0552
H15 -1.5918 -2.2952 -2.2925

Cartesian forces (eV/Å) of the 3 atoms listed first:
-0.071 0.027 0.136
0.005 0.003 0.012
-0.019 -0.015 -0.068

Output
DFT total energy in eV: -34379.94110
Gap between HOMO and LUMO in Ha: 0.235
Maximum force in eV/A: 0.2
Energy relative to the best compared isomer or geometry (same formula, charge and spin) in eV: 0.0565
Charge: +2



Entry from OMol25: an isolated molecule of C19H21ClN2O3 (ωB97M-V/def2-TZVPD).

Positions of all 46 atoms, in Å:
C1 -0.3270 -3.1510 0.3684
C2 0.5681 -1.9131 0.4243
N1 1.8222 -2.1766 -0.2468
C3 2.9745 -1.6574 0.2444
O1 3.1166 -1.2217 1.3607
O2 3.9617 -1.7556 -0.6736
C4 5.2150 -1.2145 -0.2755
C5 5.2076 0.2923 -0.2107
C6 6.1013 0.9542 0.6207
C7 6.1092 2.3359 0.6790
C8 5.2179 3.0693 -0.0862
C9 4.3230 2.4143 -0.9137
C10 4.3209 1.0320 -0.9804
C11 -0.1302 -0.7561 -0.3036
O3 -0.0076 -0.6384 -1.5113
N2 -0.8757 0.0856 0.4376
C12 -1.0217 -0.0009 1.8734
C13 -1.5790 1.1724 -0.2264
C14 -3.0675 0.9513 -0.1828
C15 -3.9161 1.8421 0.4592
C16 -5.2794 1.6082 0.5128
C17 -5.7951 0.4658 -0.0758
Cl1 -7.4960 0.1628 -0.0076
C18 -4.9634 -0.4375 -0.7205
C19 -3.6056 -0.1886 -0.7706
H1 -1.2669 -2.9706 0.8841
H2 0.1766 -3.9938 0.8341
H3 -0.5418 -3.3993 -0.6686
H4 0.8239 -1.6536 1.4531
H5 1.7647 -2.2991 -1.2486
H6 5.9223 -1.5633 -1.0345
H7 5.4967 -1.6251 0.7007
H8 6.7898 0.3828 1.2264
H9 6.8079 2.8418 1.3291
H10 5.2198 4.1483 -0.0350
H11 3.6236 2.9793 -1.5124
H12 3.6221 0.5237 -1.6289
H13 -0.0795 0.2245 2.3794
H14 -1.7683 0.7255 2.1868
H15 -1.3636 -0.9890 2.1825
H16 -1.2292 1.1790 -1.2629
H17 -1.3116 2.1210 0.2485
H18 -3.5143 2.7345 0.9173
H19 -5.9368 2.3044 1.0094
H20 -5.3786 -1.3211 -1.1789
H21 -2.9489 -0.8809 -1.2758

Cartesian forces (eV/Å) of the 3 atoms listed first:
0.112 0.199 0.086
0.099 -0.053 -0.071
-0.176 -0.147 -0.231

Output
SMILES: C[C@@H](NC(=O)OCc1ccccc1)C(=O)N(C)Cc1ccc(Cl)cc1
DFT total energy in eV: -41690.48576
Gap between HOMO and LUMO in Ha: 0.358
Maximum force in eV/A: 0.4
Energy relative to the best compared isomer or geometry (same formula, charge and spin) in eV: 0.1467



Entry from OMol25: an isolated molecule of C2H6IO2P in a non-equilibrium geometry (ωB97M-V/def2-TZVPD).

Positions of all 12 atoms, in Å:
C1 0.0520 1.7985 1.1448
O1 -0.1271 0.4636 0.9841
P1 1.3907 -0.6285 1.4972
I1 2.8945 0.2032 -0.3230
O2 0.9055 -1.9061 0.8295
C2 0.3610 -2.0782 -0.5012
H1 1.1275 2.1153 1.0867
H2 -0.3065 2.0817 2.1094
H3 -0.5457 2.2408 0.2900
H4 -0.2010 -3.1143 -0.5821
H5 1.1750 -1.8981 -1.3117
H6 -0.3410 -1.3312 -0.6580

Cartesian forces (eV/Å) of the 3 atoms listed first:
0.362 1.731 -1.298
2.917 -4.592 0.745
-2.000 3.890 -0.610

Output
SMILES: COP(I)OC
DFT total energy in eV: -23655.32639
Gap between HOMO and LUMO in Ha: 0.350
Maximum force in eV/A: 5.5
Energy relative to the best compared isomer or geometry (same formula, charge and spin) in eV: 1.6475